1.
Molecular formula: C20H40IO8P
Method: DFT, ωB97M-V/def2-TZVPD

Structure (XYZ):
```
70
Properties=species:S:1:pos:R:3
C -1.19 3.92 -0.20
H 4.39 -5.91 -0.81
C 3.35 -5.59 -0.82
C -1.61 0.99 -2.44
H -1.93 3.97 1.81
H 3.28 -3.44 -0.37
C 2.77 2.14 -0.04
H -2.22 -0.26 -0.29
C -4.23 2.93 3.30
H -5.36 1.97 1.78
H 3.25 3.67 1.36
H -1.27 4.99 -0.13
C 0.23 -1.57 -0.03
O -0.41 1.40 -1.72
H 3.06 -6.37 -2.81
O -4.75 3.38 4.35
C 2.50 -6.28 -1.88
H -5.74 3.67 2.07
O -2.96 2.46 3.33
H 0.91 -5.31 -3.04
H 2.93 -5.76 0.18
C 0.93 -0.47 2.91
C 2.68 2.98 -1.27
H 0.57 -0.22 3.90
C -2.10 -1.07 -0.99
O 0.12 3.67 -0.76
H 0.88 0.43 2.29
O 1.89 -4.00 -1.79
H -2.52 -0.77 -3.09
H 1.76 -2.07 1.35
H 3.93 2.12 1.76
C -1.35 3.31 1.17
H -1.93 0.77 2.94
H -4.29 3.21 1.17
H -1.96 3.58 -0.88
H 0.97 -1.82 -0.77
I 3.55 0.22 -0.59
O 0.12 -1.49 2.40
O -0.44 3.46 -3.24
P 0.18 2.82 -2.08
C -2.60 1.42 2.41
H 1.81 2.02 0.44
C 3.71 2.78 0.94
H -0.98 -2.85 -1.23
O 1.72 2.56 -2.25
H -0.83 -0.92 -2.73
H 0.25 -0.49 0.07
H 2.54 4.02 -1.01
C 1.35 -5.30 -2.04
C 3.19 -4.12 -1.21
C 0.69 -2.15 1.29
H -1.60 -2.58 0.38
H 1.96 -0.78 3.01
C -4.94 2.95 1.99
H 3.64 2.92 -1.76
H 3.94 -3.83 -1.96
C -1.95 1.91 1.12
H 2.16 -7.28 -1.58
H -1.18 1.21 0.84
H -2.46 1.45 -1.95
H 0.55 -5.49 -1.31
H -2.69 1.88 0.33
C -1.13 -2.10 -0.46
C -1.76 -0.50 -2.38
H -3.46 0.81 2.17
H -1.53 1.30 -3.47
H 0.39 -3.19 1.36
H 4.65 3.05 0.47
H -0.35 3.23 1.57
H -3.07 -1.55 -1.06
```

Results
- HOMO (eV) = -9.55
- DFT total energy (eV) = -55160.120
- SMILES = COCCCCCCO[P@@](=O)(OCCCCOC(C)=O)OC[C@H](C)I.C1CCOC1
- frontier orbital gap (eV) = 9.993
- net charge = 0

2.
Molecular formula: C8H9NO2
Method: DFT, ωB97M-V/def2-TZVPD

Structure (XYZ):
```
20
Properties=species:S:1:pos:R:3
H 0.51 2.78 1.44
C -1.21 -1.05 0.42
H -2.65 -0.74 -2.69
H 1.33 -2.12 0.78
C 0.97 -0.04 1.08
C -0.21 -0.13 0.19
H -3.02 -1.93 -0.61
C -2.12 -1.27 -0.65
O 1.16 2.37 0.73
C -1.98 -0.58 -1.84
H -1.28 -1.72 1.20
H -0.80 0.67 -3.05
O 0.96 -0.87 2.22
N 1.89 -1.42 1.27
C -1.00 0.42 -2.01
H 0.60 1.44 -0.94
H 2.36 1.35 2.03
C -0.15 0.60 -0.99
H 2.79 1.04 0.38
C 1.85 1.22 1.06
```

Results
- HOMO (spin up / spin down) (eV) = -5.06 / -9.51
- DFT total energy (eV) = -14018.802
- frontier orbital gap (spin up / spin down) (eV) = 5.749 / 6.420
- energy above the lowest of the compared OMol25 structures with the same formula, charge and spin (kJ/mol) = 444.4
- 2S+1 = 3
- net charge = 0

3.
Molecular formula: C23H32N4O6
Method: DFT, ωB97M-V/def2-TZVPD

Structure (XYZ):
```
65
Properties=species:S:1:pos:R:3
C -1.42 1.24 -0.67
C -6.20 -1.75 0.00
H -2.04 3.83 -0.76
N -4.74 0.18 0.54
H -4.63 -1.67 1.51
H 4.28 -1.65 1.69
N 0.52 -0.10 -1.37
H 6.40 -1.00 -1.47
H 6.89 -0.91 1.59
H -3.38 -2.02 -0.17
C 6.57 -0.43 0.67
H -6.76 -2.57 0.44
C -3.46 0.12 0.00
C 2.78 0.31 -2.08
C 5.06 1.14 1.92
C -5.74 1.03 -0.07
C 7.62 0.28 -0.13
C 5.16 0.12 0.79
H -7.34 0.87 -1.54
O -3.34 2.48 0.13
H -5.85 -0.05 -1.94
C -0.42 -3.21 1.12
C -5.38 -1.01 1.07
H -0.91 3.02 1.34
H 5.41 0.71 2.86
H -0.84 2.13 -0.82
H -3.37 4.46 0.23
N 4.20 -0.96 0.96
O 2.45 -1.88 -0.19
C 7.06 -1.02 -0.62
O -0.90 -2.34 -1.10
C -0.81 0.02 -0.93
H -2.26 3.64 2.29
C -1.68 3.78 1.38
C -2.71 1.31 -0.19
H -5.54 -2.14 -0.79
H -0.96 -2.42 1.64
H 2.66 -0.60 -2.68
H 5.69 2.00 1.68
O 5.10 1.71 -1.08
H -0.51 -4.26 -0.77
H 7.68 -1.90 -0.57
H 0.62 -2.91 1.00
H -1.21 4.76 1.41
C -2.60 3.69 0.17
H -0.46 -4.12 1.72
N 3.57 0.01 -0.91
C 4.65 0.75 -0.51
H -6.06 -0.68 1.86
C -2.83 -1.09 -0.29
H -2.09 -3.75 -0.15
H -6.43 1.36 0.72
O -7.15 -0.89 -0.58
H 4.03 1.48 2.05
H 8.62 0.30 0.26
C 1.40 0.87 -1.67
H 7.32 1.18 -0.65
C -1.04 -3.46 -0.25
H -5.27 1.90 -0.51
C -6.53 0.26 -1.13
O 1.18 2.06 -1.64
H 3.31 1.08 -2.64
H 0.83 -1.07 -1.37
C -1.53 -1.16 -0.74
C 3.31 -1.06 -0.04
```

Results
- HOMO (eV) = -6.99
- DFT total energy (eV) = -42616.160
- SMILES = CCOc1cc(N2CCOCC2)c(OCC)cc1NC(=O)CN1C(=O)N[C@@](C)(C2CC2)C1=O
- frontier orbital gap (eV) = 7.639
- energy above the lowest of the compared OMol25 structures with the same formula, charge and spin (kJ/mol) = 246.9
- net charge = 0

4.
Molecular formula: C3H5O4P
Method: DFT, ωB97M-V/def2-TZVPD

Structure (XYZ):
```
13
Properties=species:S:1:pos:R:3
P 1.93 -0.53 0.46
O 0.77 1.37 -1.26
O 0.35 1.62 0.98
C 0.66 0.81 -0.04
C -1.90 -0.54 0.22
C -0.59 -0.48 0.04
H -2.70 0.24 0.16
H -0.40 -2.36 0.46
O 0.10 -1.68 0.00
H 1.72 1.23 -1.43
O 2.73 -0.58 -0.79
H -0.29 2.35 0.72
H -2.39 -1.45 0.49
```

Results
- HOMO (spin up / spin down) (eV) = -5.96 / -9.74
- DFT total energy (eV) = -20665.175
- frontier orbital gap (spin up / spin down) (eV) = 6.517 / 7.226
- energy above the lowest of the compared OMol25 structures with the same formula, charge and spin (kJ/mol) = 134.7
- 2S+1 = 3
- net charge = 0

5.
Molecular formula: C52H48N9O18S
Method: DFT, ωB97M-V/def2-TZVPD

Structure (XYZ):
```
128
Properties=species:S:1:pos:R:3
C 1.29 6.56 -0.55
C 2.63 7.58 6.33
C 2.73 7.02 -2.42
C 4.81 0.99 7.33
H 0.70 6.92 0.28
C -8.24 -4.83 -2.54
H 2.80 -6.32 3.69
C 3.58 -6.28 4.44
C 5.56 -5.31 5.31
H -11.00 -4.57 -0.60
H 1.35 9.30 6.27
H 3.27 7.71 -3.06
C 2.85 -1.36 -10.39
O 2.06 4.37 2.96
C 0.12 2.01 2.44
H 1.89 8.53 -1.16
C 5.58 -6.18 6.38
H -2.47 -5.58 -2.99
C -0.06 -3.60 -4.38
C -7.45 -5.53 -1.66
N -1.88 -2.97 -2.86
H -10.16 -3.94 -2.84
C 2.15 4.74 -1.87
O 4.21 6.00 -4.45
C 4.56 1.43 6.04
C 1.38 -2.94 -9.40
H -1.09 4.06 3.96
H -3.28 3.97 0.09
H 0.07 -2.24 -7.86
H 2.78 -7.91 5.58
O -1.50 -1.81 -2.94
C 5.41 -0.22 7.60
C 2.80 5.66 -2.66
H 0.89 4.49 -0.15
O -2.10 1.62 1.52
H 4.56 -7.82 7.30
C 5.52 -0.62 5.23
N 2.69 4.74 3.94
O 3.86 2.92 8.18
C 4.92 0.61 4.99
O 4.65 1.49 9.58
H 5.59 -0.52 8.63
H 5.81 -1.26 4.41
C 0.62 -4.57 -5.10
H -2.71 3.87 3.30
C 3.57 -7.17 5.50
C 0.85 -1.98 -8.55
N 4.41 1.87 8.45
C 1.34 -0.68 -8.64
H 6.37 -6.13 7.11
C 1.62 8.37 5.79
N 3.61 5.18 -3.79
N 6.64 -4.31 5.20
H -1.67 4.80 -0.84
N -5.53 3.00 -1.93
H 0.94 0.08 -7.99
O -0.01 -4.54 -8.49
H -1.24 -7.28 -4.28
C 1.39 5.20 -0.80
C -0.91 -6.25 -4.31
O -4.42 3.46 -1.64
H 1.47 -4.29 -5.70
H -7.72 1.68 -2.63
C 2.34 -0.37 -9.55
C 2.31 6.01 4.58
C -1.85 4.55 3.35
N -1.12 3.66 1.10
H 4.74 0.94 3.97
H -7.86 -4.56 -3.52
O -1.04 5.90 1.54
H -3.55 1.21 -1.75
H 0.38 2.85 3.08
H 0.81 6.44 3.12
H -3.73 -1.22 -2.15
H -2.12 5.49 3.81
C 2.37 -2.65 -10.31
O 3.63 3.98 -3.99
H 3.63 -1.11 -11.10
C 2.99 6.39 5.73
O -2.82 -3.32 -2.18
C -5.82 -1.13 -2.62
H -7.89 -0.76 -3.05
C -4.60 -0.59 -2.25
C 0.96 7.96 4.64
C -1.16 -3.99 -3.63
O -5.71 -5.59 -3.18
C -1.30 4.83 1.99
O -5.44 -6.60 -1.29
C -6.86 1.03 -2.53
C -1.14 2.30 1.71
O 3.60 4.11 4.43
C -9.52 -4.48 -2.15
H 2.24 3.68 -2.09
H -5.89 -2.20 -2.81
N 0.88 -4.32 -9.30
H 3.77 5.76 6.14
H 0.72 -6.64 -5.63
C 1.97 7.47 -1.36
C -9.17 -5.55 -0.02
C 5.77 -1.03 6.54
C 4.58 -5.33 4.33
H 3.14 7.90 7.23
C -7.89 -5.90 -0.40
C -4.50 0.77 -2.02
O 1.37 -5.15 -10.03
C -1.61 -5.30 -3.58
C 1.30 6.77 4.02
H 2.72 0.64 -9.61
C -5.63 1.56 -2.17
O 6.60 -3.53 4.27
N -6.09 -5.94 -2.07
H 6.25 -1.98 6.73
C 0.19 -5.89 -5.06
H -7.24 -6.46 0.26
H 4.61 -4.63 3.52
H 4.10 2.39 5.88
H 0.03 1.09 3.01
H 0.17 8.58 4.22
C -9.99 -4.84 -0.89
H 2.76 -3.44 -10.95
H 0.93 1.93 1.70
H -9.54 -5.83 0.96
C -6.95 -0.33 -2.76
S -2.03 3.63 -0.29
O -6.52 3.68 -2.02
C 4.57 -7.12 6.47
O 7.51 -4.32 6.05
H 0.24 -2.57 -4.40
```

Results
- HOMO (eV) = -11.29
- DFT total energy (eV) = -115774.737
- frontier orbital gap (eV) = 7.947
- net charge = +1

6.
Molecular formula: C6H5NS
Method: DFT, ωB97M-V/def2-TZVPD

Structure (XYZ):
```
13
Properties=species:S:1:pos:R:3
H 1.32 0.34 -1.91
H -0.23 -0.82 -2.12
C -1.35 0.35 0.21
S 1.27 -1.96 -0.58
N 0.89 2.77 0.42
C -2.54 0.56 0.53
C 0.63 -0.44 -1.41
C 0.87 -0.88 0.85
C 0.15 0.19 -0.11
H 0.11 -1.48 1.55
C 0.75 1.60 0.04
H -3.59 0.46 0.92
H 1.70 -0.69 1.63
```

Results
- HOMO (eV) = -9.23
- DFT total energy (eV) = -18623.435
- SMILES = C#CC1(C#N)CSC1
- frontier orbital gap (eV) = 9.540
- energy above the lowest of the compared OMol25 structures with the same formula, charge and spin (kJ/mol) = 348.5
- net charge = 0

7.
Molecular formula: H20O10
Method: DFT, ωB97M-V/def2-TZVPD

Structure (XYZ):
```
30
Properties=species:S:1:pos:R:3
H 15.76 24.41 54.08
O 19.90 26.05 54.09
H 18.08 23.55 48.82
O 17.52 24.10 48.32
H 19.12 25.95 53.41
H 15.85 26.70 49.98
H 16.60 21.49 50.83
O 15.82 22.02 50.74
O 19.62 23.59 52.38
H 19.44 25.64 54.85
H 18.80 21.65 50.11
H 19.97 24.30 51.89
H 16.57 27.63 49.00
H 18.73 23.80 52.69
O 15.66 24.48 53.08
H 17.44 27.22 52.68
H 16.50 24.16 51.08
H 17.14 24.65 49.00
H 17.15 25.63 51.25
H 16.87 25.83 52.88
H 14.87 25.32 51.00
H 15.31 22.09 49.88
H 14.76 24.31 52.95
H 13.60 24.77 51.89
O 17.64 26.30 52.98
O 15.75 27.33 49.31
H 19.03 22.80 50.94
O 16.49 25.04 50.65
O 18.86 22.52 50.08
O 13.91 25.32 51.06
```

Results
- HOMO (eV) = -10.20
- DFT total energy (eV) = -20797.746
- SMILES = O.O.O.O.O.O.O.O.O.O
- frontier orbital gap (eV) = 9.632
- energy above the lowest of the compared OMol25 structures with the same formula, charge and spin (kJ/mol) = 469.5
- net charge = 0

8.
Molecular formula: C4H9N2O2
Method: DFT, ωB97M-V/def2-TZVPD

Structure (XYZ):
```
17
Properties=species:S:1:pos:R:3
C -0.09 -1.62 -0.04
N 0.88 -1.30 -0.80
H -1.45 0.35 -1.18
C 1.42 -0.07 -1.01
H 0.58 1.72 0.27
C -0.87 -0.56 0.69
C -0.99 0.62 -0.18
H -0.28 -0.25 1.51
H 1.82 0.02 -2.05
H 3.47 -0.33 1.32
H 0.15 1.92 -1.17
O 2.41 -0.28 1.16
N 0.35 1.15 -0.50
H -0.13 -2.75 0.11
H -1.79 -1.14 1.12
H -1.67 1.48 -0.01
O 2.52 0.04 -0.26
```

Results
- HOMO (eV) = -14.41
- DFT total energy (eV) = -11357.504
- SMILES = OO[C@H]1N=CCC[NH2+]1
- frontier orbital gap (eV) = 11.021
- energy above the lowest of the compared OMol25 structures with the same formula, charge and spin (kJ/mol) = 527.2
- net charge = +1